{"formula": "C15H32BaNO2P2", "method": "the ωB97M-V functional and the def2-TZVPD basis", "relative_energy_kcal_mol": 192.4, "e_tot_ev": -40916.231, "charge": 1, "e_homo_ev": [-8.61, -8.70], "species": ["Ba", "P", "C", "C", "N", "C", "C", "C", "C", "C", "P", "H", "H", "H", "H", "H", "H", "H", "H", "O", "H", "H", "O", "H", "C", "H", "H", "H", "C", "H", "H", "H", "C", "H", "H", "H", "C", "H", "H", "H", "C", "C", "C", "C", "H", "H", "H", "H", "H", "H", "H", "H", "H"], "coordinates": [[0.0674, 1.1662, 0.4448], [2.3885, -0.9689, 0.3117], [2.3751, -1.6553, -1.3808], [1.0863, -1.4024, -2.0762], [-0.0673, -0.6671, -1.7964], [-1.2334, -1.2014, -2.2986], [-1.2834, -2.2181, -3.2690], [-0.0851, -2.6206, -3.8167], [1.0710, -2.1204, -3.3101], [-2.6224, -0.7541, -1.7771], [-2.6523, 0.8215, -0.8311], [2.0279, -2.5185, -3.6164], [-2.2599, -2.5729, -3.6342], [-0.0763, -3.4508, -4.5379], [-3.3561, -0.6636, -2.6049], [-3.1037, -1.5091, -1.1151], [2.4760, 1.3914, -2.2356], [3.0941, -0.9780, -1.9720], [-0.2412, 3.8982, -2.3545], [2.9626, 2.2228, -2.2063], [2.8805, 2.4507, -3.1874], [0.2142, 3.4491, -0.6067], [-0.4466, 3.9344, -1.3666], [-0.5089, 4.8787, -1.1031], [-2.7181, 1.9821, -2.2185], [-3.6049, 1.7267, -2.8052], [-2.8539, 3.0187, -1.8846], [-1.8580, 1.8851, -2.8936], [-4.4122, 0.8503, -0.2806], [-4.5386, 1.6743, 0.4464], [-5.1088, 0.9984, -1.1280], [-4.6664, -0.0990, 0.2266], [2.2703, -2.7749, 0.6338], [3.2038, -3.1301, 0.1691], [2.0896, -3.0333, 1.6808], [1.4661, -3.1110, -0.0398], [4.1582, -0.5833, 0.5501], [4.3793, -0.4032, 1.6106], [4.7339, -1.4315, 0.1705], [4.4627, 0.3098, -0.0122], [-1.3959, 0.2581, 4.4732], [0.0455, 0.6825, 4.1786], [1.0064, 0.0920, 5.2193], [0.4284, 0.3556, 2.7579], [-1.5305, -0.8223, 4.3258], [-2.1005, 0.7746, 3.8092], [-1.6829, 0.4947, 5.5073], [0.1073, 1.7781, 4.2785], [1.0435, -1.0004, 5.1445], [2.0288, 0.4575, 5.0785], [0.7138, 0.3382, 6.2488], [1.5239, 0.4649, 2.6187], [0.1022, -0.6647, 2.4743]]}

---

{"formula": "C15H32ClO5S3", "method": "the ωB97M-V functional and the def2-TZVPD basis", "e_tot_ev": -71332.009, "charge": 1, "e_homo_ev": -11.86, "species": ["C", "C", "Cl", "C", "S", "C", "C", "C", "C", "O", "H", "H", "H", "H", "H", "H", "H", "H", "H", "H", "H", "H", "H", "H", "H", "H", "C", "C", "C", "S", "O", "O", "C", "H", "H", "H", "H", "H", "H", "H", "H", "C", "C", "C", "S", "O", "O", "C", "H", "H", "H", "H", "H", "H", "H", "H"], "coordinates": [[-0.6773, 0.0360, 0.9299], [0.1792, 1.2120, 0.4826], [0.3786, 1.2139, -1.2893], [-0.3671, 2.5554, 0.9493], [-1.6855, 3.1666, -0.1249], [-2.5975, 4.2802, 0.9652], [-3.8745, 3.7285, 1.6273], [-3.8673, 2.2533, 2.0514], [-4.6951, 1.3396, 1.1481], [-5.9607, 1.9403, 1.0006], [-0.3998, -0.8554, 0.3765], [-0.4769, -0.1158, 1.9880], [-1.7450, 0.2248, 0.7985], [1.1665, 1.0931, 0.9254], [0.3917, 3.3339, 0.8849], [-0.7406, 2.4758, 1.9685], [-2.4654, 2.0746, -0.1534], [-1.8735, 4.6127, 1.7070], [-2.8343, 5.1389, 0.3413], [-4.7193, 3.9350, 0.9783], [-4.0219, 4.3379, 2.5173], [-4.3088, 2.1862, 3.0447], [-2.8576, 1.8513, 2.1497], [-4.7811, 0.3657, 1.6355], [-4.2144, 1.1699, 0.1747], [-6.5065, 1.4171, 0.4177], [1.3469, -0.1933, -5.9330], [1.6326, 0.2893, -4.5031], [2.4492, -0.8033, -3.8031], [3.3641, -1.6500, -5.1035], [2.8867, -3.0050, -5.1850], [4.7677, -1.3686, -4.9714], [2.6762, -0.7150, -6.4686], [0.9507, 0.6039, -6.5599], [0.6138, -1.0023, -5.9145], [2.2086, 1.2162, -4.5407], [0.7107, 0.4947, -3.9617], [3.1637, -0.4112, -3.0843], [1.8149, -1.5461, -3.3231], [2.5838, -1.3733, -7.3286], [3.3698, 0.0957, -6.6886], [2.5647, -3.4014, 4.4079], [1.3587, -4.1233, 3.7892], [0.6306, -3.1118, 2.8928], [1.8940, -1.9601, 2.3324], [1.5901, -0.6455, 2.8627], [2.1102, -2.1127, 0.9159], [3.2479, -2.6643, 3.2592], [3.2484, -4.0966, 4.8902], [2.2280, -2.6860, 5.1607], [1.7049, -4.9647, 3.1875], [0.6898, -4.5185, 4.5509], [0.1744, -3.5689, 2.0183], [-0.1108, -2.5369, 3.4447], [3.9141, -1.8637, 3.5711], [3.7696, -3.3488, 2.5913]]}

---

{"formula": "C15H32N2NiO5P2", "method": "the ωB97M-V functional and the def2-TZVPD basis", "spin_multiplicity": 3, "e_tot_ev": -88905.655, "charge": 0, "e_homo_ev": [-5.27, -6.97], "species": ["O", "H", "Ni", "N", "N", "O", "O", "C", "C", "C", "C", "H", "H", "H", "H", "H", "H", "H", "H", "O", "H", "H", "C", "H", "H", "H", "O", "H", "H", "C", "P", "C", "C", "C", "C", "C", "C", "C", "P", "C", "C", "H", "H", "H", "H", "H", "H", "H", "H", "H", "H", "H", "H", "H", "H", "H", "H"], "coordinates": [[2.1238, 2.3990, -1.9886], [2.0679, 3.1487, -2.6004], [-0.1068, 0.6526, -0.2645], [-1.4799, -0.0122, -1.8541], [1.0438, -0.2475, -2.4864], [-2.8928, 0.2040, -1.8237], [2.0810, 0.2441, -3.1151], [-1.2118, -0.7224, -2.9433], [0.1672, -0.8618, -3.3160], [-2.3720, -1.1619, -3.7413], [0.5849, -1.4166, -4.6195], [-2.9264, -0.3110, -4.1578], [-3.0615, -1.7565, -3.1322], [-2.0424, -1.7829, -4.5750], [1.6534, -1.6394, -4.5948], [0.4029, -0.6964, -5.4273], [0.0312, -2.3299, -4.8555], [-3.0335, 0.8729, -1.1237], [2.1622, 1.4814, -2.5677], [-0.4167, -3.0362, -0.0188], [-0.3765, -3.8094, 0.5664], [-0.4739, -3.3782, -0.9277], [0.4669, 2.3407, -0.8672], [1.1562, 2.3929, -0.0266], [0.1672, 1.7465, -1.7731], [-0.0099, 3.3151, -0.9651], [-1.7820, 5.3176, 0.4012], [-2.6305, 5.5874, 0.0035], [-1.4451, 6.0999, 0.8779], [2.9341, 1.1304, 1.2420], [1.6431, -0.0782, 0.7688], [2.5789, -1.4322, -0.0024], [1.1585, -0.8170, 2.4019], [1.9872, -1.5889, 3.2226], [1.4692, -2.1612, 4.3953], [0.1321, -1.9664, 4.7492], [-0.7022, -1.1980, 3.9268], [-0.1890, -0.6226, 2.7659], [-1.2071, 0.3191, 1.5584], [-2.6727, -0.7232, 1.3530], [-1.6957, 1.8281, 2.4400], [2.6082, 1.6691, 2.1439], [3.8727, 0.6005, 1.4626], [3.0981, 1.8425, 0.4195], [3.5586, -1.5484, 0.4862], [1.9865, -2.3527, 0.0847], [2.6969, -1.1857, -1.0674], [3.0296, -1.7539, 2.9514], [2.1209, -2.7645, 5.0310], [-0.2738, -2.4070, 5.6627], [-1.7537, -1.0523, 4.1925], [-2.9706, -1.1923, 2.3011], [-3.4874, -0.0951, 0.9672], [-2.4110, -1.5040, 0.6255], [-2.6427, 1.6747, 2.9790], [-0.9096, 2.1058, 3.1583], [-1.8060, 2.6330, 1.6966]]}

---

{"formula": "C15H32N8O3SiTl", "method": "the ωB97M-V functional and the def2-TZVPD basis", "relative_energy_kcal_mol": 10.5, "e_tot_ev": -46675.910, "charge": 3, "e_homo_ev": [-16.10, -11.75], "species": ["Tl", "N", "N", "C", "N", "N", "N", "O", "O", "H", "H", "H", "H", "H", "C", "N", "C", "C", "C", "N", "C", "C", "H", "H", "H", "H", "H", "H", "H", "H", "H", "H", "H", "H", "H", "H", "H", "H", "O", "N", "C", "Si", "C", "C", "C", "C", "C", "C", "C", "H", "H", "H", "H", "H", "H", "H", "H", "H", "H", "H"], "coordinates": [[10.4352, 11.6139, 9.5961], [13.5011, 12.8882, 11.1400], [13.9160, 11.8242, 12.0072], [13.4100, 10.5660, 11.8140], [13.8691, 9.6578, 12.6458], [12.5016, 10.3658, 10.7771], [12.0656, 9.0703, 10.6149], [12.4411, 8.1437, 11.2579], [11.1828, 9.0099, 9.7503], [14.3453, 13.2859, 10.7563], [13.0361, 13.5678, 11.7435], [14.6662, 11.9347, 12.6714], [14.3556, 9.9609, 13.4479], [13.6056, 8.6751, 12.5743], [11.0090, 9.8529, 6.5589], [10.8561, 11.2802, 6.2888], [9.4604, 11.4742, 5.8450], [11.7315, 11.6655, 5.1365], [11.7450, 13.2273, 4.9874], [12.9796, 13.9757, 5.4190], [14.0986, 13.1908, 6.1337], [13.0435, 15.4017, 5.4025], [11.0350, 9.2441, 5.6652], [10.1125, 9.4714, 7.1416], [11.9007, 9.6239, 7.0779], [9.2121, 10.9256, 4.9011], [9.3037, 12.5276, 5.5937], [8.8220, 11.1226, 6.7101], [11.3104, 11.2232, 4.2140], [12.7778, 11.3950, 5.2519], [11.0059, 13.6655, 5.6736], [11.5325, 13.5493, 3.9753], [14.9088, 12.7940, 5.5086], [13.5924, 12.4504, 6.6550], [14.6031, 13.9035, 6.8225], [13.9485, 15.7344, 4.9184], [13.0136, 15.6593, 6.4421], [12.1584, 15.7456, 4.8749], [1.4711, 15.3919, 15.3787], [2.0504, 14.4155, 15.5440], [10.5063, 4.8194, 6.7214], [10.0103, 4.0990, 8.3036], [11.1183, 4.0925, 9.7210], [8.2337, 3.7235, 8.3592], [7.5153, 3.4529, 9.5422], [6.1431, 3.3553, 9.5873], [5.4087, 3.4818, 8.4027], [6.0512, 3.7416, 7.1861], [7.4278, 3.8462, 7.1765], [10.2057, 4.2684, 5.8130], [11.5643, 4.9560, 6.7114], [10.0521, 5.7803, 6.6192], [11.6329, 5.0337, 9.8334], [11.8607, 3.3022, 9.4668], [10.5816, 3.9051, 10.6702], [8.0593, 3.3785, 10.4563], [5.7252, 3.0602, 10.5673], [4.3133, 3.5040, 8.3156], [5.4519, 3.8256, 6.2751], [7.8511, 4.0347, 6.1789]]}

---

{"formula": "C15H33BBr10N3O11", "method": "the ωB97M-V functional and the def2-TZVPD basis", "relative_energy_kcal_mol": 0.0, "e_tot_ev": -744185.711, "charge": 1, "e_homo_ev": -11.33, "species": ["N", "H", "H", "H", "H", "N", "H", "H", "H", "H", "N", "H", "H", "H", "H", "O", "C", "O", "B", "O", "C", "O", "O", "C", "O", "C", "O", "O", "O", "C", "O", "O", "H", "Br", "C", "C", "Br", "H", "H", "H", "H", "Br", "C", "C", "Br", "H", "H", "H", "H", "Br", "C", "C", "Br", "H", "H", "H", "H", "Br", "C", "C", "Br", "H", "H", "H", "H", "Br", "C", "C", "Br", "H", "H", "H", "H"], "coordinates": [[-4.9114, 0.3818, 1.9619], [-4.8070, -0.1196, 2.8458], [-5.8469, 0.7538, 1.8015], [-4.6684, -0.2781, 1.1915], [-4.1507, 1.0598, 1.8316], [2.2481, 1.4016, 3.8112], [2.9281, 1.4109, 4.5705], [1.3929, 1.1445, 4.3058], [2.3673, 0.7268, 3.0244], [2.1786, 2.3663, 3.3659], [-0.7582, 6.2699, 0.0508], [-0.6463, 7.2622, -0.1304], [-1.6838, 5.9550, 0.3325], [-0.0232, 5.8031, 0.6940], [-0.5685, 5.7859, -0.8384], [-3.4521, 0.4259, -0.3222], [-2.2604, 0.5552, -0.2225], [-1.3652, -0.3523, 0.0398], [-0.0071, 0.2090, -0.0260], [-0.2310, 1.6364, -0.3869], [-1.5256, 1.8917, -0.4759], [-1.9817, 2.9751, -0.6729], [0.7653, 0.2224, 1.2414], [1.8547, -0.5082, 1.1231], [2.6417, -0.7361, 1.9892], [1.9264, -0.9765, -0.3464], [0.8477, -0.5104, -0.9630], [2.7286, -1.6846, -0.8097], [2.0175, 3.0972, 1.3270], [1.5699, 4.1644, 2.0876], [1.0956, 5.1768, 1.4762], [1.6428, 4.0073, 3.3393], [2.0280, 3.3945, 0.4051], [-5.1151, 5.1247, -0.4222], [-5.7815, 4.2358, -2.0319], [-5.2072, 2.8414, -2.0748], [-5.9119, 1.8354, -3.6077], [-5.4440, 4.8454, -2.8625], [-6.8614, 4.2040, -1.9568], [-5.6728, 2.2651, -1.2799], [-4.1266, 2.7954, -2.0465], [0.4142, -5.0242, 1.2438], [-0.7611, -4.6742, -0.2856], [-0.0796, -5.0061, -1.5711], [-1.3305, -4.5362, -3.0293], [-0.9912, -3.6147, -0.2422], [-1.6728, -5.2512, -0.1756], [0.2294, -6.0346, -1.7338], [0.8127, -4.4315, -1.8011], [5.6816, 0.1038, 0.2779], [5.6915, -1.1528, 1.7585], [7.0732, -1.5853, 2.1315], [8.0633, -0.1314, 3.0231], [5.0684, -2.0004, 1.4816], [5.2165, -0.6647, 2.6032], [7.6379, -1.8900, 1.2580], [7.1645, -2.3887, 2.8534], [7.0507, -4.5329, 0.4965], [6.8726, -3.8442, -1.3085], [5.5127, -3.2612, -1.6075], [5.4838, -2.4909, -3.3906], [7.1719, -4.6148, -2.0135], [7.6430, -3.0797, -1.4012], [5.2706, -2.5033, -0.8729], [4.7687, -4.0509, -1.5785], [-6.9120, -0.5223, -0.5933], [-6.3378, -1.7723, -1.9758], [-4.8721, -1.7289, -2.3501], [-4.5958, -3.1758, -3.6151], [-7.0031, -1.7466, -2.8381], [-6.5621, -2.7930, -1.6474], [-4.2108, -1.8359, -1.5054], [-4.7232, -0.8238, -2.9301]]}

---

{"formula": "C15H33CdN4SSi3", "method": "the ωB97M-V functional and the def2-TZVPD basis", "relative_energy_kcal_mol": 1.0, "e_tot_ev": -61081.912, "charge": 1, "e_homo_ev": -11.17, "species": ["Cd", "C", "Si", "C", "C", "C", "Si", "C", "C", "C", "Si", "C", "C", "C", "C", "C", "C", "C", "N", "H", "H", "H", "H", "H", "H", "H", "H", "H", "H", "H", "H", "H", "H", "H", "H", "H", "H", "H", "H", "H", "H", "H", "H", "H", "H", "H", "H", "N", "N", "C", "N", "S", "H", "H", "H", "H", "H"], "coordinates": [[-1.3454, 0.3892, -0.0511], [-0.6503, -2.5582, -1.8734], [0.6996, -2.0250, -0.6615], [0.2782, -2.9581, 0.9183], [2.3419, -2.6749, -1.2921], [0.7189, -0.1659, -0.4149], [1.3758, 0.8104, -1.8714], [0.8259, 0.0993, -3.5229], [0.7305, 2.5790, -1.8808], [3.2526, 0.8656, -1.8566], [1.4292, 0.3310, 1.2204], [3.0410, -0.5084, 1.6716], [1.6653, 2.1786, 1.4558], [0.1349, -0.1091, 2.5739], [0.5141, -0.2816, 3.9030], [-0.4374, -0.5254, 4.8785], [-1.7726, -0.5841, 4.5109], [-2.0906, -0.3978, 3.1797], [-1.1709, -0.1759, 2.2385], [-0.7451, -3.6466, -1.8532], [-0.4517, -2.2593, -2.9026], [-1.6339, -2.1590, -1.5929], [0.3635, -4.0285, 0.7138], [-0.7496, -2.7691, 1.2394], [0.9295, -2.7360, 1.7641], [2.3031, -3.7599, -1.4133], [3.1472, -2.4504, -0.5897], [2.6169, -2.2458, -2.2565], [-0.2640, 0.0593, -3.6054], [1.2112, -0.9011, -3.7212], [1.1861, 0.7511, -4.3226], [-0.3537, 2.6134, -2.0355], [1.1853, 3.1187, -2.7159], [0.9503, 3.1362, -0.9698], [3.6792, -0.1394, -1.8708], [3.6413, 1.3765, -0.9732], [3.6327, 1.3992, -2.7306], [3.7895, -0.2791, 0.9098], [2.9578, -1.5935, 1.7374], [3.4303, -0.1402, 2.6232], [2.4013, 2.5984, 0.7691], [2.0207, 2.3636, 2.4726], [0.7348, 2.7383, 1.3293], [1.5619, -0.2291, 4.1690], [-0.1444, -0.6663, 5.9106], [-2.5523, -0.7709, 5.2352], [-3.1232, -0.4308, 2.8513], [-3.3987, 0.0120, -1.3352], [-4.1492, 1.1849, -1.4733], [-3.9291, 2.2986, -0.7283], [-4.8173, 3.2764, -0.9192], [-2.6674, 2.5302, 0.3642], [-3.0998, -0.3044, -2.2543], [-3.9590, -0.7198, -0.9049], [-4.9983, 1.1177, -2.0155], [-5.5705, 3.2126, -1.5845], [-4.6762, 4.1533, -0.4466]]}

---

Question: Among the records above, which one has the highest charge?
Answer: C15H32N8O3SiTl